Computed, not measured: 3 unconnected molecules or ions with the total composition C3H14N2O2 in a non-equilibrium geometry, with ωB97M-V/def2-TZVPD.

Each line ends with the Mulliken charge.
Element x y z (Å)
N -0.868 -0.374 2.877  -0.745
C 0.224 0.087 1.981  -0.386
C -0.298 0.703 0.677  -0.514
C 0.772 1.148 -0.312  -0.608
N 0.032 1.595 -1.529  -0.626
H -1.364 -0.952 2.203  0.289
H -0.537 -1.138 3.465  0.263
H 0.734 -0.822 1.642  0.235
H 0.983 0.726 2.442  0.355
H -0.890 -0.051 0.145  0.261
H -1.004 1.509 0.936  0.358
H 1.491 0.402 -0.657  0.326
H 1.364 1.949 0.152  0.402
H -0.525 2.398 -1.227  0.224
H 0.677 1.996 -2.211  0.225
O -0.701 -0.844 -2.482  -0.687
H -1.238 -0.941 -3.269  0.293
H -0.071 -0.117 -2.583  0.308
O 0.429 -2.371 -0.342  -0.590
H 0.574 -3.168 -0.861  0.294
H 0.220 -1.734 -1.047  0.323

Atoms 1-2, force components in eV/Å:
N -0.03 -0.08 -0.82
C 0.76 -1.09 -0.70

Its charge is 0. As for the energy above the lowest of the compared OMol25 structures with the same formula, charge and spin: 89.1 kJ/mol. The total energy is -10412.86771 eV. The structure (SMILES) is NCCCN.O.O. The spin multiplicity is 1.